A molecular structure, C13H29Cs2N3O15S3 in a non-equilibrium geometry. Source: OMol25; level of theory: ωB97M-V with the def2-TZVPD basis set.

**Kohn-Sham gap**: 2.5138 eV
**Total charge**: 0
**Calculated total energy**: -3040.20395 Eh

Geometry as XYZ:
```
65
Properties=species:S:1:pos:R:3:forces:R:3
Cs -24.04824 -15.52965 10.97759 -0.04 0.14 -0.75
Cs -19.29498 -10.92682 9.59769 -0.31 -0.08 -0.50
S -23.11693 -13.70671 5.75925 2.12 -2.19 -2.68
O -23.78105 -13.28808 4.53320 -0.33 1.63 -1.38
O -23.97214 -13.54459 6.86555 -3.69 1.66 5.22
O -22.87651 -15.14058 5.63884 0.99 -2.30 -0.20
O -21.82470 -13.03814 6.02498 1.17 1.36 0.04
C -26.62726 -7.85428 10.96751 -1.66 -0.73 -0.11
C -25.90257 -9.01103 10.32690 3.45 2.31 -0.64
O -24.67545 -8.94302 10.40654 0.48 -0.99 0.45
N -26.47253 -9.81851 9.43023 -1.17 1.03 1.52
C -27.89643 -9.95851 9.47922 -1.18 -2.22 -1.08
H -27.33528 -8.26646 11.68647 -0.24 0.36 0.20
H -27.20423 -7.39696 10.16372 -0.21 0.23 0.15
H -26.01593 -7.08553 11.44018 0.37 -0.64 -0.21
H -25.90867 -10.51488 8.96416 0.01 0.08 0.03
H -28.19083 -10.07275 8.43597 -0.67 0.00 0.17
H -28.58954 -9.29688 9.99878 1.06 1.03 -0.27
H -28.14420 -10.87635 10.01239 -0.09 -0.56 -0.25
C -17.81820 -10.16451 3.66121 0.39 -0.75 0.74
C -16.78425 -11.23835 4.10083 1.61 2.66 -1.31
O -15.62408 -11.19612 3.73804 0.39 0.05 -0.21
N -17.23854 -12.11468 4.95773 -2.11 -0.81 0.38
C -16.59885 -13.22679 5.57978 -0.31 -1.15 0.74
H -18.24201 -10.52796 2.72506 -0.17 0.50 -0.02
H -17.37386 -9.17040 3.61225 0.35 -0.35 -0.56
H -18.57368 -10.05224 4.43887 -0.40 -0.32 -0.24
H -18.24573 -12.13336 4.88481 -0.16 -0.54 0.65
H -15.71869 -13.72106 5.16855 0.10 0.90 -0.66
H -17.33859 -14.02731 5.58628 -0.06 -0.04 0.34
H -16.36748 -12.95273 6.60908 0.17 -0.21 0.18
C -28.08567 -13.69717 1.74134 0.49 -0.42 -1.24
C -27.34089 -13.51090 0.39393 -3.01 0.89 -0.82
O -27.95635 -13.43043 -0.68307 0.91 -0.30 1.13
N -26.04287 -13.36691 0.53204 2.78 1.29 0.25
C -25.05297 -12.91000 -0.46082 -0.30 -0.58 -0.85
H -28.36220 -14.75131 1.72097 0.04 -0.09 0.55
H -29.02136 -13.13824 1.75478 0.27 0.18 -0.09
H -27.41139 -13.43566 2.55685 -0.39 -0.25 0.23
H -25.66859 -13.33804 1.46968 -0.16 -0.17 0.02
H -24.25025 -12.30512 -0.03907 0.00 -0.62 0.62
H -25.38075 -12.26231 -1.27393 -1.07 -0.08 0.26
H -24.69011 -13.79716 -0.97983 0.54 0.11 0.10
C -25.81889 -8.43707 3.57631 0.09 -2.47 -0.42
C -24.31170 -8.18471 3.65594 0.10 -1.60 0.04
O -24.21385 -6.94013 4.22661 0.91 3.49 0.85
S -25.45226 -5.97629 3.85368 1.05 0.32 1.32
O -25.32531 -5.57126 2.45763 -0.58 -0.17 2.43
O -25.63512 -5.02687 4.99673 0.15 -2.88 -3.83
O -26.40022 -7.26978 3.97434 -2.62 3.39 0.48
H -26.14851 -9.19064 4.29156 0.30 0.00 0.25
H -26.23129 -8.81978 2.64275 0.39 0.52 -0.45
H -23.76312 -8.20581 2.71429 -0.15 -0.32 0.02
H -23.91266 -8.83203 4.43688 0.41 -0.40 -0.65
C -21.35492 -18.45991 1.53381 -1.79 -1.09 2.07
C -21.91786 -17.27794 0.92599 -1.10 2.54 1.18
O -21.62517 -17.37436 -0.40328 0.74 -1.28 -4.17
S -20.29699 -18.30032 -0.70910 1.34 2.91 0.09
O -19.28981 -17.33408 -1.24697 -2.54 -3.19 1.68
O -20.51000 -19.56678 -1.37122 -0.18 1.78 0.84
O -20.11670 -18.54759 0.90904 2.03 -0.86 -1.11
H -21.98000 -19.34913 1.45224 0.19 -0.34 -0.74
H -21.38133 -18.28979 2.61013 1.24 0.00 0.12
H -21.38738 -16.41074 1.31926 0.11 0.20 0.16
H -22.97239 -17.03670 1.05961 -0.08 -0.58 -0.01
```
Positions in Å, forces in eV/Å.